(1)
This record from OMol25 describes a 5-piece molecular cluster, C3H14O5 overall in a non-equilibrium geometry. The level of theory is ωB97M-V/def2-TZVPD.

## Properties
Largest force on an atom   0.0275 Eh/bohr
HOMO energy   -9.21 eV
ΔE to the lowest compared entry with this formula, charge and spin   1.1512 eV
SMILES string   C/C=C/O.O.O.O.O

Cartesian coordinates (Å):
C  0.75  -1.77  -1.54
C  0.32  -0.40  -1.15
C  0.73  0.65  -1.85
O  0.67  1.95  -1.33
H  -0.07  -2.51  -1.58
H  1.35  -1.73  -2.44
H  1.29  -2.27  -0.73
H  -0.16  -0.24  -0.20
H  1.15  0.66  -2.85
H  0.82  2.52  -2.09
O  0.54  0.36  2.83
H  0.58  0.91  2.03
H  -0.44  0.41  2.92
O  1.61  -1.97  2.23
H  2.56  -1.96  2.36
H  1.23  -1.15  2.58
O  -2.27  1.60  -0.76
H  -2.98  1.34  -1.35
H  -1.39  1.51  -1.17
O  -2.06  0.66  1.76
H  -2.13  1.48  1.24
H  -2.09  -0.05  1.11


(2)
This record from OMol25 describes a 6-piece molecular cluster, C3H14O5 overall in a non-equilibrium geometry. The level of theory is ωB97M-V/def2-TZVPD.

## Properties
Largest force on an atom   0.0342 Eh/bohr
Net charge   +1
2S+1   2
HOMO energy (spin up / spin down)   -12.60 / -12.60 eV
ΔE to the lowest compared entry with this formula, charge and spin   5.1605 eV
<S²>   0.753

Cartesian coordinates (Å):
C  -0.47  -2.74  -1.65
O  0.25  -0.11  -0.32
C  -0.29  -1.88  -2.70
C  0.81  -1.09  -2.93
H  0.33  -2.95  -0.94
H  -1.35  -3.38  -1.63
H  0.18  -0.43  -1.19
H  -1.15  -1.64  -3.32
H  0.74  -0.45  -3.81
H  1.75  -1.26  -2.42
H  1.12  1.67  4.31
H  0.42  1.57  2.91
O  1.20  1.34  3.42
H  -1.78  1.24  1.09
H  -1.81  2.49  2.57
O  -1.04  2.02  2.18
H  2.42  1.23  2.10
H  1.99  0.89  0.68
O  2.67  1.37  1.17
H  -3.06  1.28  0.13
H  -0.65  0.10  -0.02
O  -2.29  0.77  0.38


(3)
This record from OMol25 describes C3H14OSi3 in the gas phase in a non-equilibrium geometry. The level of theory is ωB97M-V/def2-TZVPD.

## Properties
Largest force on an atom   0.0777 Eh/bohr
HOMO energy   -9.30 eV
ΔE to the lowest compared entry with this formula, charge and spin   2.0741 eV
SMILES string   CC(C)[Si@@H](O)[SiH2][SiH3]

Cartesian coordinates (Å):
C  1.34  0.85  -1.22
C  1.61  0.35  0.19
C  2.26  -1.00  0.19
Si  0.05  0.21  1.34
O  -0.85  1.65  1.18
Si  -1.69  -1.10  0.54
Si  -3.08  0.18  -0.70
H  1.07  0.08  -1.96
H  0.65  1.76  -1.15
H  2.36  1.13  -1.70
H  2.31  1.07  0.63
H  1.69  -1.95  -0.13
H  2.62  -1.36  1.17
H  3.26  -1.13  -0.26
H  0.47  -0.54  2.59
H  -0.32  2.43  1.28
H  -1.01  -1.84  -0.62
H  -2.34  -2.02  1.43
H  -4.04  0.66  0.28
H  -3.88  -0.77  -1.50
H  -2.46  1.34  -1.56


(4)
This record from OMol25 describes C3H14Si3 in the gas phase in a non-equilibrium geometry. The level of theory is ωB97M-V/def2-TZVPD.

## Properties
Largest force on an atom   0.0643 Eh/bohr
HOMO energy   -9.11 eV
ΔE to the lowest compared entry with this formula, charge and spin   0.0000 eV
SMILES string   C[SiH2][SiH2][SiH](C)C

Cartesian coordinates (Å):
C  3.97  0.25  1.28
Si  2.47  0.76  0.31
Si  0.83  -0.82  -0.02
Si  -1.61  0.24  0.08
C  -3.18  -0.73  -0.30
C  -1.84  1.74  -1.01
H  4.54  1.07  1.76
H  3.54  -0.28  2.09
H  4.73  -0.46  0.87
H  1.62  1.70  1.01
H  2.74  1.65  -0.86
H  1.06  -1.95  -0.93
H  1.06  -1.46  1.34
H  -1.77  0.37  1.56
H  -4.08  -0.20  0.01
H  -3.14  -1.25  -1.20
H  -3.21  -1.63  0.36
H  -2.79  1.56  -1.56
H  -2.02  2.55  -0.33
H  -0.99  1.95  -1.62


(5)
This record from OMol25 describes C3H15BBeNO3PSi2 as an isolated structure in a non-equilibrium geometry. The level of theory is ωB97M-V/def2-TZVPD.

## Properties
Largest force on an atom   0.1337 Eh/bohr
Net charge   +2
HOMO energy   -15.34 eV

Cartesian coordinates (Å):
C  2.57  -1.43  -0.10
N  1.06  -1.46  0.01
C  0.53  -0.91  1.31
B  0.36  -0.93  -1.22
O  0.29  -1.89  -2.38
Si  -0.40  0.82  -1.49
O  0.76  2.10  -1.84
Si  1.79  2.46  -0.47
P  -1.91  1.40  0.06
C  -3.06  -0.16  0.32
O  -1.12  1.82  1.56
H  3.09  -1.37  0.97
H  2.91  -0.53  -0.77
H  2.96  -2.42  -0.62
H  0.97  -1.62  2.17
H  -0.64  -1.01  1.40
H  0.90  0.17  1.57
H  -0.41  -2.59  -2.21
H  -1.22  0.72  -2.73
H  2.26  1.31  0.30
H  1.22  3.49  0.43
H  3.02  3.09  -1.03
H  -2.59  -1.06  -0.30
H  -4.15  0.02  -0.07
H  -3.01  -0.51  1.45
H  -1.83  1.98  2.26
Be  -4.35  -1.46  1.43


(6)
This record from OMol25 describes a 3-piece molecular cluster, C3H15N2O2 overall in a non-equilibrium geometry. The level of theory is ωB97M-V/def2-TZVPD.

## Properties
Largest force on an atom   0.1173 Eh/bohr
Net charge   +1
HOMO energy   -13.37 eV
ΔE to the lowest compared entry with this formula, charge and spin   2.6259 eV

Cartesian coordinates (Å):
C  0.55  0.81  -1.84
N  -0.39  0.30  -2.92
C  -0.34  0.97  -0.61
N  -0.54  -0.38  0.01
C  -1.26  -0.36  1.35
H  1.37  0.00  -1.55
H  1.09  1.71  -2.13
H  -0.03  -0.08  -3.69
H  -0.99  1.16  -3.32
H  0.02  1.75  0.14
H  -1.27  1.53  -0.71
H  0.52  -0.63  0.14
H  -0.99  -1.09  -0.53
H  -2.39  -0.53  1.30
H  -1.21  -1.26  1.93
H  -0.87  0.59  1.93
H  0.04  2.46  3.29
H  1.25  2.20  2.38
O  0.31  2.18  2.40
H  2.07  -3.87  1.45
H  1.47  -4.11  0.26
O  1.58  -3.37  0.76


(7)
This record from OMol25 describes a 3-piece molecular cluster, C3H15N2O2 overall in a non-equilibrium geometry. The level of theory is ωB97M-V/def2-TZVPD.

## Properties
Largest force on an atom   0.0353 Eh/bohr
Net charge   +1
HOMO energy   -12.51 eV
ΔE to the lowest compared entry with this formula, charge and spin   1.5266 eV

Cartesian coordinates (Å):
N  2.36  -0.83  -0.13
C  1.51  -2.01  -0.57
C  0.01  -1.76  -0.23
N  -0.49  -0.63  -0.93
C  -0.99  -0.70  -2.29
H  2.66  -0.85  0.84
H  3.06  -0.63  -0.84
H  1.90  0.10  -0.21
H  1.75  -2.09  -1.64
H  1.81  -2.88  0.02
H  -0.38  -2.75  -0.45
H  0.01  -1.59  0.86
H  -0.96  0.02  -0.32
H  -0.33  -1.36  -2.89
H  -0.84  0.29  -2.75
H  -2.03  -0.99  -2.32
H  0.46  3.94  2.75
H  1.25  3.92  4.07
O  0.88  3.35  3.41
H  -3.74  0.90  0.31
H  -3.29  2.41  0.08
O  -2.99  1.48  0.19


(8)
This record from OMol25 describes a 3-piece molecular cluster, C3H15N2O2S overall in a non-equilibrium geometry. The level of theory is ωB97M-V/def2-TZVPD.

## Properties
Largest force on an atom   0.0444 Eh/bohr
Net charge   +1
HOMO energy   -12.85 eV
ΔE to the lowest compared entry with this formula, charge and spin   0.4954 eV

Cartesian coordinates (Å):
N  0.48  -0.31  0.48
C  -0.55  0.46  -0.35
C  -1.75  -0.43  -0.57
S  -1.43  -1.88  -1.63
C  -0.69  1.82  0.34
N  0.60  2.49  0.22
H  0.99  0.43  0.96
H  0.07  -1.07  1.09
H  1.06  -0.95  -0.05
H  -0.15  0.68  -1.33
H  -2.06  -0.97  0.34
H  -2.71  0.04  -0.77
H  -1.84  -1.29  -2.78
H  -0.89  1.65  1.40
H  -1.57  2.31  -0.06
H  0.60  3.41  0.64
H  0.84  2.58  -0.76
H  -1.21  -3.24  1.58
H  0.41  -3.05  1.62
O  -0.46  -2.66  1.42
H  3.82  0.51  -1.03
H  3.37  -0.69  -0.20
O  3.05  0.16  -0.55


(9)
This record from OMol25 describes a 3-piece molecular cluster, C3H15N2O3 overall in a non-equilibrium geometry. The level of theory is ωB97M-V/def2-TZVPD.

## Properties
Largest force on an atom   0.1074 Eh/bohr
Net charge   +1
HOMO energy   -13.16 eV
ΔE to the lowest compared entry with this formula, charge and spin   2.1941 eV

Cartesian coordinates (Å):
N  0.43  1.22  0.55
C  0.14  -0.07  1.32
C  -0.79  0.24  2.53
O  -0.28  1.43  2.96
C  -0.38  -1.30  0.47
N  0.77  -1.68  -0.42
H  0.73  2.11  1.16
H  -0.39  1.47  0.01
H  1.21  0.86  -0.04
H  1.24  -0.38  1.46
H  -0.91  -0.51  3.22
H  -1.84  0.33  2.03
H  0.15  1.30  3.85
H  -0.72  -2.21  1.13
H  -1.28  -0.87  -0.04
H  1.05  -2.64  -0.46
H  0.60  -1.33  -1.35
H  0.94  -0.92  -3.93
H  1.62  0.39  -3.74
O  0.89  -0.10  -3.44
H  -0.51  0.29  -2.52
H  -1.49  1.50  -2.73
O  -1.16  0.89  -2.02


(10)
This record from OMol25 describes a 5-piece molecular cluster, C3H15N3O6 overall in a non-equilibrium geometry. The level of theory is ωB97M-V/def2-TZVPD.

## Properties
Largest force on an atom   0.1449 Eh/bohr
HOMO energy   -9.78 eV
ΔE to the lowest compared entry with this formula, charge and spin   0.0000 eV
SMILES string   NCC(=O)NC(N)=O.O.O.O.O

Cartesian coordinates (Å):
N  0.10  -3.70  -1.40
C  -0.07  -2.35  -2.13
C  -0.24  -1.27  -1.10
O  -0.53  -1.54  0.04
N  -0.18  0.11  -1.35
C  0.27  0.61  -2.59
N  0.13  1.98  -2.53
O  0.62  -0.06  -3.54
H  0.93  -3.63  -0.96
H  -0.70  -3.78  -0.82
H  0.97  -2.24  -2.77
H  -0.74  -2.44  -3.10
H  -0.19  0.71  -0.48
H  -0.06  2.48  -1.77
H  0.45  2.46  -3.40
O  0.40  0.49  3.50
H  -0.43  -0.01  3.25
H  0.52  0.59  4.44
O  -1.66  0.05  1.79
H  -1.44  -0.67  1.18
H  -2.54  -0.06  2.17
O  -1.15  2.81  1.76
H  -0.62  2.43  2.45
H  -2.09  2.78  1.98
O  2.88  1.44  1.43
H  2.20  0.86  1.74
H  3.16  1.94  2.22